(1)
154
Properties=species:S:1:pos:R:3 method="wB97M-V/def2-TZVPD" gap_ev="6.29 / 2.01" multiplicity=3 lumo_energy_ev="-2.3 / -6.6" e_homo_ev="-8.614 / -8.614" de_lowest_kj_mol=1275.6 s_squared=2.01
H 1.954 -2.485 -10.610
H -15.146 -5.857 2.916
H -14.590 -6.739 4.277
H 7.984 5.145 -4.290
H -16.127 -10.026 1.855
N 0.759 -1.970 0.013
N 7.378 5.602 -1.896
C -11.335 -2.763 2.711
S 1.371 -2.355 -1.424
H 2.084 -4.708 3.808
O -16.285 -8.134 2.670
F 1.638 0.341 -1.037
C 10.984 9.109 1.622
C 1.740 -2.936 9.452
F -3.270 -0.751 7.068
F 1.087 -0.349 -3.057
O 0.446 -2.929 -2.399
C 1.333 -1.825 -11.215
H -9.604 -0.211 -4.997
N 0.232 -1.624 7.483
O 6.412 8.573 -3.848
C 10.767 5.882 3.480
O -12.188 -3.610 2.025
H 8.028 6.781 -4.946
H 3.596 -5.250 4.553
H -3.448 -2.970 -9.810
C 7.611 6.731 -2.769
H 9.456 1.454 -0.554
C 10.589 6.894 2.312
C -9.666 0.190 -6.009
H -3.009 -2.258 -8.361
C 1.792 1.640 4.409
C 1.904 -0.644 -1.980
F 2.856 -2.559 10.099
O -1.096 -0.715 -1.657
H -16.883 -9.973 3.551
C -2.536 -0.830 8.179
S -0.954 -1.516 -0.437
H 3.448 -5.138 2.860
O 3.678 -3.359 3.715
H 9.313 6.120 -3.967
H 10.026 9.260 1.124
O -0.049 -1.983 -11.138
S 0.836 -1.265 8.937
H 9.571 6.757 1.949
H 12.575 2.106 1.503
H -13.737 -5.521 1.046
H -5.923 3.297 -3.660
Ni 1.751 -1.767 3.837
C 3.169 -4.616 3.776
H 5.644 -1.910 2.213
C 11.794 3.906 2.395
C 11.618 2.585 1.707
O -9.361 1.614 -5.944
H -9.050 -0.357 -6.723
H -7.903 2.945 -6.591
C -0.503 -3.203 -10.473
H 1.542 -0.780 -10.986
H 11.114 1.345 -1.060
H 11.282 6.669 1.501
C -7.421 2.291 -4.577
H -10.801 -5.178 1.975
O -1.401 -3.201 9.172
H -7.338 1.272 -4.199
H 6.726 -2.025 3.607
C 5.525 9.651 -3.550
H -9.231 2.445 -3.479
H 12.258 4.531 1.632
H 10.535 0.616 0.524
C -8.331 3.036 -3.642
H 5.735 10.061 -2.562
H -1.228 -3.832 -8.474
O -0.138 -0.898 10.018
C 6.273 7.423 -3.046
O 10.841 8.229 2.741
N -13.113 -6.090 3.037
H -1.175 -3.719 -11.158
N -0.336 -2.055 -8.356
H 0.751 1.431 4.165
H -5.476 2.512 -5.021
H 5.695 -3.655 4.430
H 8.315 7.407 -2.283
H -10.636 -2.432 1.943
H -8.530 4.001 -4.109
H 5.713 10.396 -4.323
H -12.694 -6.713 1.141
H -12.978 -5.245 3.572
C -14.850 -7.955 2.493
H 8.155 4.971 -2.031
C -1.194 -2.964 -9.132
O 2.688 -3.062 -1.299
H -11.791 -1.853 3.100
H -10.799 -3.344 3.461
H 0.247 -3.958 -10.240
C 5.147 -3.388 3.527
H 11.045 10.137 1.978
H 5.962 0.761 3.610
H 4.448 9.498 -3.617
F 1.075 -3.807 10.221
F -1.941 0.349 8.393
H 10.011 6.071 4.242
C -2.616 -2.425 -9.364
C -16.697 -9.472 2.601
N 4.858 -0.969 3.985
H 4.229 1.355 4.942
H 9.882 4.358 2.369
H 5.419 -0.865 4.818
H -7.264 1.268 -6.406
H 6.611 4.996 -2.151
C 10.480 1.447 -0.180
C -7.963 2.014 -6.028
H -10.677 -0.063 -6.329
C -12.874 -5.773 1.662
F 2.033 -3.619 8.356
C 4.007 1.242 3.881
F -2.343 -3.181 -1.947
H 5.667 6.720 -3.617
H -14.612 -7.947 1.429
H -0.782 -1.704 -7.520
H -7.805 3.354 -2.742
H -14.215 -8.694 2.982
C -14.447 -6.643 3.201
O -1.799 -2.985 6.733
C -11.696 -4.830 1.459
F -3.178 -1.011 9.304
H -17.712 -9.391 2.211
C -1.938 -3.131 -0.680
O 2.654 0.700 3.856
O 1.957 -0.375 8.797
H 1.798 -1.916 -12.196
H -2.721 -1.524 -9.967
O -1.448 -0.944 0.783
H 11.617 8.782 0.797
F 3.180 -0.688 -2.352
N 10.619 4.465 3.050
H 11.695 6.023 4.034
H 1.928 2.618 3.947
H 1.928 1.764 5.484
H 4.074 2.169 3.310
N -6.174 3.123 -4.622
H 11.139 2.026 2.512
C 5.007 0.299 3.359
C 5.682 -1.957 3.301
F -3.044 -3.111 0.075
O 10.677 2.631 0.589
H 4.879 0.100 2.295
H -11.462 -4.744 0.398
H 12.332 3.644 3.306
H -0.326 -1.254 -8.971
S -1.338 -2.329 7.958
F -1.149 -4.162 -0.331
H 5.397 -3.969 2.639
C 8.229 6.181 -4.058
H 5.855 7.625 -2.060



(2)
66
Properties=species:S:1:pos:R:3 method="wB97M-V/def2-TZVPD" gap_ev=5.64 lumo_energy_ev=-7.5 e_homo_ev=-13.121 charge=+2 de_lowest_kj_mol=11.1
H -6.704 0.357 2.673
O -2.209 1.043 -4.729
O 1.476 -0.063 1.383
N -2.029 0.559 -0.716
C 1.083 5.032 1.413
C -3.380 0.129 3.347
C -3.764 0.480 0.981
C -2.896 0.293 2.066
S 0.102 -4.417 -0.082
H -1.437 2.845 1.906
H 2.930 4.487 0.436
H 1.368 6.060 1.594
H -1.601 -4.125 -2.593
C 5.866 -1.921 3.133
H 2.716 0.907 2.369
C -2.108 -4.240 -1.637
C 1.913 1.002 -5.125
H 3.316 -3.586 1.674
C 3.333 -1.481 2.072
C -0.874 1.034 -4.805
C -5.638 0.341 2.493
C 1.562 2.864 0.556
H -3.999 0.815 -1.144
H -0.971 1.312 -6.913
H -5.137 0.022 4.556
H 5.561 -3.991 2.616
C -1.399 -5.214 -0.723
Ta -0.210 0.332 0.512
N 0.357 2.405 0.960
H 2.213 2.156 0.061
C -0.559 -2.835 -0.086
O 3.634 0.871 2.661
C -0.306 1.185 -6.070
H 1.482 1.288 -7.214
C 5.141 -2.995 2.610
C 1.372 0.854 -3.877
N 1.324 -2.279 1.001
C 3.894 -2.771 2.088
H -2.490 0.937 -3.804
C -4.752 0.151 3.554
N -1.825 0.715 -2.087
C -0.026 0.871 -3.688
C -0.560 0.722 -2.364
H 6.852 -2.084 3.546
H -1.087 -6.108 -1.262
H 2.014 0.718 -3.017
C 4.071 -0.413 2.610
C 1.061 1.169 -6.224
H -3.146 -4.521 -1.807
C 5.338 -0.648 3.134
S -2.116 -2.625 -0.802
H -5.821 0.656 0.383
C 2.020 -1.315 1.475
H -2.687 -0.014 4.165
H 5.884 0.191 3.543
C 1.954 4.164 0.769
O 0.302 0.581 -1.327
C -0.487 3.251 1.588
C -3.277 0.632 -0.352
C -5.147 0.507 1.217
C -0.158 4.566 1.826
H -2.019 -5.505 0.124
H 2.985 0.987 -5.263
N 0.118 -1.836 0.445
H -0.862 5.209 2.334
O -1.558 0.284 1.836



(3)
23
Properties=species:S:1:pos:R:3 method="wB97M-V/def2-TZVPD" gap_ev=7.10 lumo_energy_ev=3.6 e_homo_ev=-3.541 charge=-1 de_lowest_kj_mol=39.7
C 0.052 -0.859 0.194
C -3.272 -0.913 3.033
H 1.174 0.025 -1.796
H -3.190 0.109 0.437
C 1.981 1.694 -2.317
H -3.890 -0.049 2.760
H 2.950 0.364 -0.912
H -1.369 0.024 -1.148
O 2.036 2.675 -3.036
O 1.001 0.826 -2.423
C -0.864 -1.291 2.424
H 2.760 1.919 -0.418
C -2.156 -0.937 2.029
H 1.155 -1.780 1.719
C -1.236 -0.392 -0.162
H 4.024 1.605 -1.758
C 3.069 1.371 -1.309
C -2.275 -0.393 0.758
H -0.656 -1.474 3.473
H -2.949 -0.674 4.050
H -3.894 -1.801 3.125
C 0.187 -1.341 1.530
O 1.026 -0.959 -0.649



(4)
81
Properties=species:S:1:pos:R:3 method="wB97M-V/def2-TZVPD" gap_ev="6.21 / 6.61" multiplicity=2 lumo_energy_ev="-4.6 / -4.3" e_homo_ev="-10.825 / -10.916" charge=+1 de_lowest_kj_mol=233.1 s_squared=0.80
H 5.628 -2.588 -1.729
N 2.725 0.670 -0.454
H 5.010 5.491 -0.520
C 2.355 -2.978 -0.980
H -2.738 3.808 0.786
C -2.648 -4.965 0.121
H 1.585 -3.736 -0.945
C -4.386 -0.173 0.110
S -3.510 -1.865 -2.726
C -3.769 -0.807 2.751
H 5.645 4.958 -2.847
H -2.454 -6.938 0.929
C 4.781 4.482 -2.403
C 4.436 4.785 -1.105
C -4.560 0.300 2.461
H 5.238 1.158 0.385
C 3.631 -3.313 -1.392
C 4.019 3.581 -3.144
H -2.734 -2.499 1.943
C -2.481 1.912 -2.014
O -0.788 2.579 1.719
C 2.923 2.995 -2.552
O 0.961 -2.868 4.102
P -3.029 -2.361 -0.928
H -5.571 -3.540 -0.850
H -1.584 -4.770 0.185
C -4.888 -4.281 -0.451
C 3.326 4.194 -0.486
N 0.396 0.541 -0.134
H 1.066 4.788 0.893
C 2.053 -1.667 -0.595
C -2.385 3.051 0.098
C -3.579 -1.267 0.397
C -3.295 -1.599 1.721
C 5.565 1.090 -0.657
H -4.946 0.911 3.267
H -3.545 -1.065 3.778
H 0.648 1.181 2.333
C 2.572 3.277 -1.225
H 3.863 -4.328 -1.689
C 4.619 -2.349 -1.421
H 4.274 3.349 -4.169
O 3.137 4.577 0.794
O -0.694 -1.737 2.769
O 0.727 -3.229 1.721
O 5.465 -0.233 -1.157
C -4.877 0.608 1.147
H 1.990 4.949 2.395
C -3.138 -6.193 0.545
C -1.331 2.239 0.521
H -4.875 -7.421 0.800
H -3.750 3.555 -1.459
C -1.441 1.101 -1.609
H 1.721 3.337 1.710
C -3.522 -4.007 -0.377
H 6.623 1.333 -0.699
H -4.620 0.059 -0.921
N 1.468 2.553 -0.668
H -1.058 0.741 2.641
S -0.853 -2.490 -0.938
C 4.363 -1.028 -1.067
C -0.847 1.260 -0.356
C 1.513 1.231 -0.439
H 5.043 1.815 -1.292
H -0.276 2.027 3.585
O 1.544 -1.215 2.432
Cl 0.632 -2.306 2.875
H -1.050 0.337 -2.270
Re 0.385 -1.358 0.475
C -5.371 -5.505 -0.026
H 2.307 2.294 -3.103
C -4.496 -6.463 0.472
H -6.431 -5.716 -0.087
H 0.584 3.014 -0.520
C 1.901 4.384 1.471
C 3.057 -0.683 -0.687
C -0.338 1.560 2.606
C -2.941 2.903 -1.155
H -5.510 1.457 0.925
H 3.456 1.342 -0.627
H -2.926 1.769 -2.989



(5)
99
Properties=species:S:1:pos:R:3 method="wB97M-V/def2-TZVPD" gap_ev=4.41 lumo_energy_ev=-0.3 e_homo_ev=-4.681 charge=-1
O -1.321 -4.189 6.492
C 2.756 -2.660 -7.271
H -7.224 5.578 2.573
H -2.361 -4.644 8.820
C 0.376 -0.103 -0.976
C -7.011 4.554 4.417
H -1.881 4.301 -0.532
C 6.348 0.491 -4.064
C -2.016 -1.878 1.520
O -3.824 -0.354 -0.800
H -5.982 1.227 4.767
C -3.390 0.275 -1.776
H 1.441 -0.361 -0.871
O 0.114 1.178 -0.460
H -2.310 -0.921 1.097
O -0.613 -0.831 3.109
C -4.531 -2.716 6.146
C -0.653 -3.176 3.227
H 8.061 -1.966 2.426
C 3.703 1.588 -3.910
O 2.584 2.043 -3.837
C -6.200 2.246 2.922
O 3.736 -4.785 -6.993
H 4.509 1.260 0.927
C 5.876 1.501 -5.043
H 6.445 -1.259 -7.375
H 3.467 0.270 -2.172
H -5.175 -2.184 5.457
H 2.124 -0.653 -7.525
C -1.136 -4.316 2.745
C -1.139 3.776 -2.467
O -2.531 -5.379 1.182
H -2.870 -2.910 4.847
N -2.690 2.472 -0.963
H -5.897 1.430 2.275
C 6.429 -1.661 1.110
C -3.764 1.795 -1.737
C -2.096 -4.329 1.608
C -2.441 -3.832 6.787
C -6.653 3.283 5.099
H -1.067 1.598 -2.601
C -3.006 -4.112 8.132
O -6.516 3.606 1.036
C 4.650 2.012 -4.972
O 7.981 0.350 3.586
H -3.111 4.425 -1.766
C -1.056 -1.864 2.651
H 0.081 -0.191 -2.024
H 5.759 -0.679 -2.307
C -2.496 -3.022 1.036
N -3.196 2.536 0.373
C -6.969 4.664 3.093
O -6.216 -2.643 7.793
C 5.293 0.604 1.284
H -0.206 -0.817 -0.396
C 6.144 0.956 2.243
H 1.769 -3.104 -7.228
H 0.209 2.437 -3.442
C -4.235 -3.724 8.457
C -6.561 3.516 2.241
C -3.301 -3.103 5.820
H 0.040 -3.145 4.059
H -3.193 -3.036 0.207
H -7.304 5.374 5.061
C 5.370 -0.732 0.642
H -2.424 2.728 0.997
H 6.107 1.924 2.726
O -6.696 3.191 6.308
C -5.096 -2.995 7.490
H -4.712 1.889 -1.211
O 4.487 0.417 -7.623
O -2.680 -0.113 -2.716
C 5.270 -3.012 -7.183
H 6.090 -3.711 -7.079
C -2.276 3.805 -1.421
O 7.469 0.025 -4.134
C 5.459 -1.706 -7.343
C -0.390 2.449 -2.531
Br -3.984 2.466 -3.550
H -3.888 3.283 0.459
H 0.641 3.124 -0.739
C 4.173 0.570 -2.935
C -6.243 2.140 4.248
C 4.311 -0.775 -7.483
H -0.861 -5.282 3.152
H -4.669 -3.917 9.430
C 5.400 0.061 -3.007
H 6.580 1.788 -5.813
C 7.205 0.030 2.711
H -1.523 4.036 -3.452
H -0.416 4.561 -2.216
C 2.945 -1.353 -7.431
C 7.280 -1.308 2.069
H 6.464 -2.630 0.627
C 0.546 2.211 -1.330
H 1.527 1.931 -1.725
O 4.597 -1.049 -0.236
H 4.284 2.744 -5.679
C 3.903 -3.593 -7.137



(6)
21
Properties=species:S:1:pos:R:3 method="wB97M-V/def2-TZVPD" gap_ev="8.75 / 8.75" lumo_energy_ev="0.7 / 0.7" e_homo_ev="-8.066 / -8.066" de_lowest_kj_mol=410.3
H 3.130 -0.157 1.741
C 1.946 0.157 -1.241
N 2.365 0.448 0.070
H 1.467 0.611 -3.258
N -1.383 0.276 -0.713
H 1.435 2.185 -2.121
C 1.618 1.007 -2.211
C -1.113 0.259 1.529
H -0.964 0.509 -1.669
N -2.517 -0.267 -0.721
H -4.003 -0.721 0.566
H -0.278 0.636 2.136
O 2.514 -1.813 0.616
H -2.736 -2.098 0.441
H 2.368 1.494 0.426
C -2.333 -0.226 1.702
H 2.116 -0.895 -1.567
H -2.831 -0.311 2.638
N -0.522 0.453 0.223
C -2.952 -0.909 0.533
C 2.671 -0.638 0.881



| no. | strongest force on any atom (eV Å⁻¹) |
| --- | --- |
| 1 | 7.31 |
| 2 | 0.50 |
| 3 | 1.41 |
| 4 | 0.59 |
| 5 | 1.08 |
| 6 | 3.45 |